Version one
The following is a quantum chemistry calculation of a 2-piece molecular cluster, CH3O3S overall, from the OMol25 dataset.

Last column: Mulliken charge in e.
Cartesian coordinates (Å):
C1 -1.351 0.014 0.144  0.14
O1 1.797 -0.963 -0.180  -0.54
O2 -0.968 1.160 0.061  -0.61
O3 -0.734 -1.048 -0.004  -0.69
S1 2.168 0.677 -0.274  -0.27
H1 -2.450 -0.020 0.376  0.33
H2 0.794 -0.938 -0.156  0.46
H3 0.744 1.119 0.034  0.18

Output
- HOMO (eV) = -3.538
- total charge = -1
- frontier orbital gap (eV) = 7.50

***

Version two
The following is a quantum chemistry calculation of a 2-piece molecular cluster, CH3O3S overall, from the OMol25 dataset.

Last column: Mulliken charge in e.
Cartesian coordinates (Å):
C1 -0.565 -0.090 0.228  -0.27
O1 1.779 1.384 -0.094  -0.47
O2 3.022 -0.803 -0.779  -0.58
O3 -0.716 0.992 -0.445  -0.69
S1 2.309 -0.123 0.325  0.09
H1 -0.923 -0.301 1.195  0.28
H2 -0.498 -0.918 -0.450  0.24
H3 0.879 1.509 -0.211  0.41

Output
- HOMO (spin up / spin down) (eV) = -1.918 / -1.915
- total charge = -1
- frontier orbital gap (spin up / spin down) (eV) = 6.05 / 6.05

***

Quick one: least stable of them? version two

***

Version one
The following is a quantum chemistry calculation of a 14-piece molecular cluster, C5H35NO15 overall, from the OMol25 dataset.

Last column: Mulliken charge in e.
Cartesian coordinates (Å):
C1 -0.256 -2.459 -1.366  -0.71
N1 0.138 -1.357 -2.294  0.22
C2 1.287 -1.566 -2.957  0.02
O1 2.012 -0.726 -3.486  -0.67
C3 0.276 -2.918 0.014  0.01
C4 1.767 -3.118 0.176  -1.03
C5 2.572 -1.872 -0.274  -0.10
O2 1.863 -0.899 -0.244  -0.36
H1 -1.236 -2.003 -1.060  0.08
H2 -0.350 -3.307 -2.133  0.38
H3 -0.321 -0.468 -2.280  0.18
H4 1.543 -2.681 -2.885  0.34
H5 -0.378 -3.827 0.154  0.38
H6 -0.103 -2.243 0.763  0.09
H7 2.117 -4.080 -0.373  0.35
H8 2.065 -3.523 1.155  0.42
H9 3.554 -1.860 -0.655  0.44
H10 2.674 0.573 -2.328  0.41
H11 3.402 1.543 -1.242  0.27
O3 3.135 1.399 -2.148  -0.68
H12 3.039 0.017 2.283  0.36
H13 2.730 -1.125 3.035  0.30
O4 3.143 -0.949 2.175  -0.58
H14 -3.058 1.511 -1.038  0.31
H15 -3.924 1.080 -2.307  0.28
O5 -3.320 0.807 -1.619  -0.61
H16 -2.452 1.281 3.042  0.32
H17 -1.224 0.728 2.218  0.25
O6 -1.520 1.054 3.071  -0.60
H18 2.671 4.329 0.499  0.31
H19 1.865 3.722 1.691  0.31
O7 2.687 4.122 1.429  -0.62
H20 -2.517 -2.695 0.500  0.34
H21 -1.853 -3.523 1.596  0.32
O8 -2.624 -2.968 1.426  -0.63
H22 -0.291 4.253 1.351  0.26
H23 -1.583 3.492 1.975  0.31
O9 -1.196 4.297 1.636  -0.61
H24 -0.024 1.435 -0.028  0.17
H25 -0.310 2.713 -1.142  0.18
O10 -0.149 2.354 -0.278  -0.27
H26 -2.321 2.936 -3.487  0.32
H27 -2.176 3.599 -2.123  0.26
O11 -2.782 3.038 -2.661  -0.60
H28 3.232 1.843 1.466  0.34
H29 1.596 1.388 1.642  0.30
O12 2.455 1.632 1.957  -0.75
H30 -3.146 -0.705 2.535  0.28
H31 -4.506 -0.628 1.776  0.31
O13 -4.091 -0.747 2.623  -0.58
H32 -1.357 -0.859 4.250  0.32
H33 -1.470 -2.324 3.693  0.29
O14 -0.907 -1.552 3.647  -0.60
H34 0.632 0.596 -4.115  0.33
H35 -0.709 0.279 -4.890  0.29
O15 -0.302 0.959 -4.364  -0.66

Output
- HOMO (eV) = -10.314
- frontier orbital gap (eV) = 10.06

***

Version two
The following is a quantum chemistry calculation of a 13-piece molecular cluster, C5H35NO15 overall, from the OMol25 dataset.

Last column: Mulliken charge in e.
Cartesian coordinates (Å):
O1 -0.744 0.344 2.137  -1.23
C1 0.517 0.253 1.763  0.53
O2 1.251 1.483 2.094  -0.67
C2 0.873 0.023 0.265  -0.37
C3 -0.363 -0.216 -0.626  1.76
C4 -0.375 -1.555 -1.297  -0.05
C5 0.028 -1.793 -2.525  -1.36
N1 -0.851 -2.648 -0.442  0.18
H1 0.997 1.850 2.946  0.40
H2 1.549 -0.824 0.208  0.05
H3 1.387 0.884 -0.137  0.45
H4 -1.274 -0.065 -0.054  -0.63
H5 -0.410 0.524 -1.420  -0.36
H6 0.000 -2.761 -3.004  0.30
H7 0.375 -0.976 -3.145  0.31
H8 -1.593 -2.328 0.196  0.33
H9 -1.285 -3.362 -1.019  0.45
H10 -2.595 2.775 1.563  0.36
H11 -1.268 2.046 1.709  0.35
O3 -1.650 2.879 1.357  -0.79
H12 4.441 1.504 1.690  0.26
H13 2.916 1.266 1.505  0.42
O4 3.753 1.438 1.024  -0.71
H14 1.231 -2.564 1.719  0.39
H15 0.863 -0.838 3.386  0.40
O5 1.216 -0.780 2.490  -0.57
H16 4.019 -3.537 -0.844  0.28
H17 3.765 -2.026 -0.486  0.37
O6 3.530 -2.957 -0.257  -0.66
H18 -0.005 3.640 -1.096  0.42
H19 -1.214 3.101 -0.318  0.35
O7 -0.873 3.205 -1.226  -0.71
H20 -3.788 -0.141 1.810  0.30
H21 -2.481 0.631 1.778  0.44
O8 -3.422 0.707 1.502  -0.76
H22 4.019 0.204 -0.255  0.43
H23 3.393 0.010 -1.675  0.32
O9 4.013 -0.374 -1.054  -0.76
H24 2.083 -3.295 0.674  0.44
H25 -0.045 -3.063 0.118  0.41
O10 1.218 -3.358 1.148  -0.84
H26 -3.478 0.835 -0.230  0.45
H27 -2.785 1.463 -1.450  0.30
O11 -3.451 0.803 -1.215  -0.85
H28 -2.122 -2.383 2.792  0.27
H29 -1.551 -1.062 2.129  0.38
O12 -2.168 -1.847 1.994  -0.73
H30 -3.146 -0.880 -1.633  0.40
H31 -3.815 -2.022 -2.426  0.30
O13 -3.092 -1.852 -1.815  -0.58
H32 -1.533 1.751 -3.879  0.30
H33 -0.687 2.228 -2.674  0.28
O14 -0.669 1.652 -3.469  -0.63
H34 1.352 3.787 0.508  0.32
H35 2.425 3.974 -0.509  0.33
O15 1.520 4.249 -0.329  -0.72

Output
- HOMO (eV) = -9.821
- frontier orbital gap (eV) = 10.08

***

Quick one: least stable of them? version one

***

Version one
The following is a quantum chemistry calculation of C2H6N3S as an isolated structure, from the OMol25 dataset.

Last column: Mulliken charge in e.
Cartesian coordinates (Å):
C1 0.691 -0.830 0.503  0.29
C2 -1.608 0.532 -0.334  0.57
N1 1.898 -1.225 0.814  -0.33
N2 -1.401 1.349 -1.291  -0.35
N3 0.183 0.355 0.412  -0.48
S1 -2.549 -0.250 0.548  -0.20
H1 -0.048 -1.560 0.165  0.25
H2 2.188 -2.179 0.759  0.24
H3 2.570 -0.493 1.249  0.27
H4 -0.497 1.293 -1.788  0.30
H5 -2.125 1.894 -1.787  0.28
H6 0.698 1.115 0.751  0.16

Output
- HOMO (eV) = -13.818
- total charge = +1
- frontier orbital gap (eV) = 9.81

***

Version two
The following is a quantum chemistry calculation of C2H6N3S as an isolated structure, from the OMol25 dataset.

Last column: Mulliken charge in e.
Cartesian coordinates (Å):
C1 1.192 0.125 0.176  0.69
C2 -2.445 -0.333 -0.203  -0.76
N1 0.798 1.387 -0.084  -0.47
N2 0.158 -0.707 0.281  -0.32
N3 2.360 -0.455 0.282  -0.37
S1 -1.252 0.718 0.623  0.37
H1 -2.266 -1.266 0.287  0.37
H2 -2.136 -0.577 -1.216  0.35
H3 -3.515 0.093 -0.275  0.33
H4 1.388 2.179 -0.286  0.22
H5 3.112 0.313 0.385  0.28
H6 2.607 -1.476 0.031  0.31

Output
- HOMO (spin up / spin down) (eV) = -15.128 / -14.292
- total charge = +1
- frontier orbital gap (spin up / spin down) (eV) = 8.12 / 7.29

***

Version three
The following is a quantum chemistry calculation of a 2-piece molecular cluster, C2H6N3S overall, from the OMol25 dataset.

Last column: Mulliken charge in e.
Cartesian coordinates (Å):
C1 0.886 0.625 -1.727  0.34
C2 -0.751 -1.227 1.350  0.00
N1 -0.588 0.032 1.336  -0.17
N2 0.410 1.073 -0.748  -0.45
N3 1.712 0.389 -2.662  -0.39
S1 -1.264 1.119 2.452  0.03
H1 -0.430 -1.934 0.664  0.28
H2 -1.444 -1.430 2.105  0.16
H3 0.061 0.599 0.546  0.44
H4 -2.183 0.387 3.117  0.17
H5 2.099 -0.482 -2.858  0.28
H6 1.492 0.847 -3.574  0.31

Output
- HOMO (eV) = -14.052
- total charge = +1
- frontier orbital gap (eV) = 9.82

***

Quick one: least stable of them? version two

***

Version one
The following is a quantum chemistry calculation of a single C18H23N5O4 molecule, from the OMol25 dataset.

Last column: Mulliken charge in e.
Cartesian coordinates (Å):
O1 1.812 -2.609 2.024  -0.65
O2 -3.250 2.732 -1.411  -0.71
O3 -3.801 -0.948 1.317  -0.80
O4 0.167 0.314 2.116  -0.60
C1 2.539 -1.774 2.505  0.73
C2 -3.318 1.788 -0.633  0.08
C3 -2.549 -0.990 1.254  0.32
C4 0.506 -0.044 1.014  -0.04
C5 1.070 2.755 -1.097  -1.21
C6 1.764 1.586 -1.083  1.01
C7 1.262 -0.745 -4.100  -0.90
C8 0.245 0.012 -4.702  -0.42
C9 1.812 -0.332 -2.888  0.12
C10 -0.115 1.267 -4.199  -0.91
C11 1.436 0.901 -2.320  0.31
C12 0.484 1.693 -3.024  -0.16
N1 -4.420 1.098 -0.618  -0.25
N2 0.297 2.796 -2.247  0.13
N3 -1.783 -1.723 2.098  0.05
N4 -0.360 -0.340 0.047  0.08
N5 2.763 -0.592 1.908  -0.13
C13 3.248 -2.040 3.789  -1.24
C14 -2.260 -2.493 3.251  -1.05
C15 -2.174 1.316 0.224  -0.15
C16 2.567 1.030 0.048  -1.48
C17 -1.827 -0.179 0.154  0.02
C18 2.008 -0.230 0.703  0.13
H1 1.059 3.513 -0.331  0.36
H2 1.564 -1.683 -4.538  0.40
H3 -0.242 -0.309 -5.595  0.44
H4 2.575 -0.903 -2.402  0.43
H5 -0.864 1.856 -4.752  0.36
H6 -5.131 1.470 -1.201  0.21
H7 -4.533 0.253 -0.004  0.27
H8 -0.405 3.494 -2.457  0.26
H9 -0.774 -1.587 2.021  0.24
H10 0.003 -0.559 -0.870  0.24
H11 3.385 0.124 2.333  0.33
H12 4.199 -2.594 3.598  0.25
H13 3.361 -1.098 4.280  0.40
H14 2.640 -2.723 4.363  0.33
H15 -1.511 -3.175 3.607  0.35
H16 -3.131 -3.047 2.934  0.36
H17 -2.602 -1.856 4.033  0.33
H18 -1.307 1.959 -0.019  -0.03
H19 -2.401 1.520 1.270  0.46
H20 2.617 1.844 0.760  0.55
H21 3.573 0.843 -0.341  0.38
H22 -2.204 -0.526 -0.823  0.47
H23 2.007 -1.061 0.003  0.29

Output
- HOMO (eV) = -8.291
- frontier orbital gap (eV) = 8.91
- structure (SMILES) = CNC(=O)[C@@H](CC(N)=O)NC(=O)[C@@H](Cc1c[nH]c2ccccc12)NC(C)=O

***

Version two
The following is a quantum chemistry calculation of a single C18H23N5O4 molecule, from the OMol25 dataset.

Last column: Mulliken charge in e.
Cartesian coordinates (Å):
C1 2.249 -4.714 -3.955  -1.33
C2 1.603 -3.485 -3.346  0.72
O1 0.412 -3.274 -3.383  -0.60
N1 2.513 -2.659 -2.755  -0.18
C3 2.242 -1.477 -2.047  0.57
C4 3.120 -1.072 -1.046  -0.67
C5 2.862 0.054 -0.290  -0.67
C6 1.708 0.798 -0.525  -0.11
C7 0.863 0.426 -1.569  -0.26
C8 1.124 -0.698 -2.325  -0.29
H1 0.460 -0.984 -3.124  0.37
H2 -0.017 1.020 -1.765  0.51
N2 1.334 1.909 0.234  -0.06
C9 2.047 2.546 1.188  0.63
O2 3.184 2.289 1.523  -0.67
C10 1.265 3.698 1.834  -1.04
C11 0.145 3.176 2.693  0.76
N3 -0.657 2.379 2.122  -0.03
N4 -1.729 1.825 2.712  -0.29
C12 -2.559 0.958 2.079  -0.08
O3 -3.529 0.506 2.658  -0.64
C13 -2.210 0.629 0.627  0.83
O4 -1.746 1.471 -0.132  -0.68
N5 -2.490 -0.618 0.244  0.28
C14 -3.015 -1.706 1.050  -0.53
C15 -2.778 -2.944 0.187  -0.74
H3 -3.479 -3.743 0.418  0.40
C16 -2.934 -2.401 -1.231  -0.66
C17 -2.260 -1.040 -1.132  -0.40
H4 -2.664 -0.294 -1.819  0.42
H5 -1.185 -1.129 -1.308  -0.10
H6 -2.456 -3.029 -1.979  0.34
H7 -3.990 -2.291 -1.479  0.34
H8 -1.763 -3.314 0.332  0.29
H9 -2.510 -1.759 2.016  0.34
H10 -4.082 -1.549 1.234  0.27
H11 -1.990 2.058 3.673  0.22
C18 0.124 3.653 4.116  -1.34
H12 0.059 4.740 4.136  0.31
H13 1.057 3.364 4.599  0.33
H14 -0.704 3.244 4.690  0.35
H15 0.856 4.322 1.039  0.30
H16 1.959 4.285 2.433  0.42
H17 0.355 2.170 0.133  0.28
H18 3.542 0.354 0.489  0.52
H19 4.010 -1.653 -0.847  0.30
H20 3.462 -2.997 -2.677  0.23
H21 3.010 -4.423 -4.675  0.34
H22 1.488 -5.306 -4.456  0.33
H23 2.713 -5.318 -3.178  0.35

Output
- HOMO (eV) = -7.840
- frontier orbital gap (eV) = 8.49
- structure (SMILES) = CC(=O)Nc1ccc(NC(=O)C/C(C)=N/NC(=O)C(=O)N2CCCC2)cc1

***

Quick one: least stable of them? version two

***

Version one
The following is a quantum chemistry calculation of an isolated ion of composition C3H2NO3 and charge -1, from the OMol25 dataset.

Last column: Mulliken charge in e.
Cartesian coordinates (Å):
C1 -0.347 0.474 1.174  0.49
C2 0.238 -0.513 -1.445  0.58
C3 0.425 -0.731 -0.032  -0.19
N1 -0.223 1.702 1.082  -0.73
O1 0.362 -0.022 -2.530  -0.59
O2 -0.800 -0.254 2.050  -0.66
O3 -0.611 -1.440 -0.891  -0.39
H1 1.169 -1.374 0.432  0.26
H2 -0.213 2.159 0.160  0.23

Output
- HOMO (eV) = -3.832
- total charge = -1
- frontier orbital gap (eV) = 7.85
- structure (SMILES) = [H]/N=C(/[O-])[C@H]1OC1=O

***

Version two
The following is a quantum chemistry calculation of a 2-piece molecular cluster, C3H2NO3 overall, from the OMol25 dataset.

Last column: Mulliken charge in e.
Cartesian coordinates (Å):
C1 -1.791 -0.661 0.024  0.76
C2 0.619 0.962 -0.017  0.73
C3 1.755 0.505 -0.639  -0.64
N1 -1.042 -1.605 0.205  -0.66
O1 -0.595 1.017 0.147  -0.62
O2 -2.859 -0.216 -0.147  -0.50
O3 1.636 1.766 0.323  -0.46
H1 2.323 -0.286 -0.136  0.10
H2 -0.044 -1.482 0.241  0.30

Output
- HOMO (eV) = -3.333
- total charge = -1
- frontier orbital gap (eV) = 7.47

***

Version three
The following is a quantum chemistry calculation of an isolated ion of composition C3H2NO3 and charge -1, from the OMol25 dataset.

Last column: Mulliken charge in e.
Cartesian coordinates (Å):
C1 -1.308 -0.642 0.455  0.11
C2 1.666 0.014 -0.466  0.15
C3 -0.625 0.556 -0.029  0.41
N1 0.572 0.811 -0.467  -0.43
O1 -1.247 -1.780 0.025  -0.52
O2 2.249 -0.295 0.543  -0.57
O3 -1.499 1.756 0.043  -0.74
H1 -1.887 -0.432 1.375  0.29
H2 2.080 0.012 -1.479  0.29

Output
- HOMO (spin up / spin down) (eV) = -4.232 / -4.234
- total charge = -1
- frontier orbital gap (spin up / spin down) (eV) = 8.29 / 8.29
- structure (SMILES) = O=C/N=C(/[O-])C=O

***

Quick one: least stable of them? version two

***

Version one
The following is a quantum chemistry calculation of CH3IS2 as an isolated structure, from the OMol25 dataset.

Last column: Mulliken charge in e.
Cartesian coordinates (Å):
C1 1.381 -0.590 -1.817  -0.06
S1 2.868 1.663 -0.745  -0.30
S2 2.720 0.338 -2.139  0.15
I1 0.781 -2.107 -3.100  0.14
H1 0.759 -0.385 -0.960  0.10
H2 -0.460 -0.157 0.566  -0.12
H3 -0.851 0.495 0.753  0.09

Output
- HOMO (spin up / spin down) (eV) = -8.538 / -8.539
- frontier orbital gap (spin up / spin down) (eV) = 7.23 / 7.24

***

Version two
The following is a quantum chemistry calculation of CH3IS2 as an isolated structure, from the OMol25 dataset.

Last column: Mulliken charge in e.
Cartesian coordinates (Å):
C1 0.753 -0.132 0.600  -0.48
S1 -0.812 -2.470 0.103  -0.29
S2 0.552 -1.291 -0.558  0.20
I1 1.828 1.662 0.084  0.13
H1 0.199 -0.154 1.517  0.42
H2 -0.973 1.027 -0.860  -0.21
H3 -1.547 1.358 -0.885  0.22

Output
- HOMO (spin up / spin down) (eV) = -8.664 / -8.664
- frontier orbital gap (spin up / spin down) (eV) = 7.25 / 7.25

***

Quick one: least stable of them? version two